No. 1
{"formula": "C4H9N3O", "method": "the ωB97M-V functional and the def2-TZVPD basis", "molar_mass_g_mol": 115.1, "multiplicity": 1, "gap_ev": 9.9, "smiles": "[H]/N=C/N=C(/NC)OC", "relative_energy_kj_mol": 230.7, "homo_energy_ha": -0.3323, "total_energy_ev": -10810.0711, "elements": ["H", "N", "C", "N", "C", "N", "C", "O", "C", "H", "H", "H", "H", "H", "H", "H", "H"], "xyz": [[0.7998, 2.7489, 2.8291], [0.0570, 2.1597, 2.4437], [0.3534, 1.4470, 1.4355], [-0.6524, 0.6021, 0.8328], [-0.2794, -0.1508, -0.1549], [-1.1683, -1.1159, -0.5642], [-1.3905, -1.1977, -1.9296], [0.9099, -0.0458, -0.8336], [1.8122, -1.1481, -0.6121], [1.2710, 1.3558, 0.8525], [-1.9555, -0.9920, 0.0219], [-2.0787, -0.3450, -2.1765], [-0.4109, -1.0890, -2.3754], [-1.6972, -2.1887, -2.1226], [2.5215, -0.8594, 0.1033], [1.3233, -2.1111, -0.3103], [2.3186, -1.3765, -1.5727]], "forces_ev_per_a": [[0.07, -0.42, -0.55], [0.03, -0.37, -0.37], [-1.19, -0.52, -0.60], [1.30, 0.25, 0.10], [-0.33, 0.97, 1.50], [2.10, 0.59, 2.34], [-0.23, 1.07, -1.33], [-0.57, -0.65, 0.44], [-0.80, -1.42, -1.72], [0.55, 0.57, 0.56], [-1.01, -0.19, 0.49], [0.38, -1.11, -0.81], [-0.08, 0.26, -0.68], [-1.04, -0.83, -0.91], [1.03, 0.36, 1.10], [0.03, 1.08, -0.08], [-0.23, 0.37, 0.52]]}

=====

No. 2
{"formula": "C4H9N3O", "method": "the ωB97M-V functional and the def2-TZVPD basis", "molar_mass_g_mol": 115.1, "multiplicity": 1, "gap_ev": [8.0, 8.0], "smiles": "C/C=C(N)/C(N)=N\\O", "relative_energy_kj_mol": 481.7, "homo_energy_ha": [-0.2724, -0.2729], "total_energy_ev": -10807.4688, "elements": ["C", "C", "C", "N", "C", "N", "N", "O", "H", "H", "H", "H", "H", "H", "H", "H", "H"], "xyz": [[-0.9428, 2.0736, 0.0535], [-0.4323, 0.8318, -0.5896], [0.6515, 0.0792, -0.0782], [1.8705, 0.5777, 0.3972], [0.3031, -1.2710, -0.1966], [1.1318, -2.3526, -0.3550], [-1.0204, -1.4127, -0.5330], [-1.8683, -1.0909, 0.5906], [-1.8859, 1.7993, 0.5491], [-0.2789, 2.4522, 0.8340], [-1.1197, 2.8799, -0.6622], [-0.7979, 0.6447, -1.5912], [1.9634, 1.5825, 0.3533], [2.2783, 0.0806, 1.1792], [0.7562, -3.2414, -0.0613], [2.1129, -2.2101, -0.1692], [-2.7214, -1.4229, 0.2793]], "forces_ev_per_a": [[0.33, 0.20, 0.01], [1.15, 0.45, 0.20], [-0.75, 0.12, -0.11], [-0.51, -0.34, -0.03], [-0.97, 0.16, -1.27], [0.01, 0.14, 0.19], [0.92, -1.01, 0.81], [-0.19, 0.33, -0.21], [0.02, 0.12, -0.15], [-0.03, -0.07, 0.03], [-0.18, -0.04, 0.07], [-0.19, -0.52, 0.33], [0.19, -0.25, 0.31], [-0.09, 0.56, 0.06], [0.08, 0.13, -0.01], [-0.04, -0.04, -0.25], [0.24, 0.08, 0.03]]}